DFT (ωB97M-V with the def2-TZVPD basis set) results for a structure of composition C7H15N2Pb.

Each line ends with the Löwdin charge.
Geometry (Å):
Pb: 1.013 0.629 -0.696  0.586
N: 2.969 0.399 0.675  -0.097
N: 2.239 -0.277 -2.552  -0.160
C: -1.890 0.331 2.524  -0.122
C: -0.795 -1.566 0.745  -0.176
C: -1.771 -1.944 1.690  -0.117
C: -0.918 0.724 1.596  -0.192
C: -2.317 -1.006 2.576  -0.122
C: -1.271 1.317 -2.298  -0.161
C: -0.415 -0.250 0.755  -0.446
H: 3.799 0.384 0.082  -0.016
H: -1.138 1.532 -3.296  -0.026
H: 2.818 -0.455 1.193  -0.008
H: 2.595 -1.203 -2.363  -0.067
H: 1.542 -0.308 -3.285  -0.048
H: -2.094 -2.983 1.738  0.085
H: -0.370 -2.299 0.067  0.044
H: -1.372 0.259 -2.003  -0.001
H: -2.310 1.067 3.216  0.086
H: 2.908 1.225 1.253  -0.004
H: -0.590 1.765 1.574  0.067
H: -0.391 1.779 -1.749  -0.150
H: 2.983 0.353 -2.825  -0.066
H: -2.163 1.834 -1.927  0.025
H: -3.063 -1.307 3.309  0.085

## Properties
- LUMO level (spin up / spin down) (eV) = 3.2 / 3.2
- calculated total energy (Ha) = -577.9150
- charge = -1
- multiplicity = 1
- molar mass (g mol⁻¹) = 334.4
- frontier orbital gap (spin up / spin down) (eV) = 3.1 / 3.1
- HOMO energy (spin up / spin down) (eV) = 0.1 / 0.1